Computed, not measured: C18H27F12MgN9P2 as an isolated structure, with the ωB97M-V functional and the def2-TZVPD basis.

The highest occupied orbital energy is -10.925 eV. As for the energy above the lowest of the compared OMol25 structures with the same formula, charge and spin: 48.1 kcal per mole. The calculated total energy comes out at -89159.4780 eV. The max |F| comes out at 0.112 Eh/bohr. Its spin multiplicity is 1. Its orbital gap is 10.182 eV.

Cartesian coordinates (Å):
P1 0.55 -0.41 0.17
P2 -4.04 0.70 -2.11
Mg1 -0.62 1.79 -2.04
F1 -0.57 -1.17 1.14
F2 -2.64 1.50 -1.87
F3 -3.85 0.59 -3.69
F4 1.80 -1.28 0.77
F5 -4.93 2.08 -2.33
F6 1.47 0.27 -0.96
F7 -3.28 -0.73 -1.81
F8 0.19 -1.51 -0.99
F9 -5.44 -0.23 -2.14
F10 -4.24 0.87 -0.50
F11 0.94 0.91 1.12
F12 -0.68 0.47 -0.54
N1 0.95 -3.88 3.01
N2 -0.60 0.31 -3.38
N3 1.73 4.54 3.94
N4 -5.64 -2.36 3.18
N5 -0.88 3.07 -0.34
N6 1.22 2.53 -2.54
N7 -0.45 -5.39 -2.15
N8 4.16 -3.96 0.52
N9 2.62 3.97 0.64
C1 1.69 -3.06 3.27
C2 -0.85 -0.65 -3.94
C3 2.65 -2.07 3.65
C4 1.68 -3.78 -0.38
C5 1.31 3.45 3.95
C6 2.23 3.01 -2.77
C7 3.53 3.67 -3.03
C8 -4.85 -1.87 2.52
C9 3.89 1.74 0.29
C10 -1.10 3.89 0.45
C11 -1.16 -1.93 -4.65
C12 -3.77 -1.27 1.78
C13 0.83 2.06 3.99
C14 3.18 3.00 0.52
C15 -1.09 -4.66 -1.45
C16 3.05 -3.92 0.15
C17 -1.28 4.82 1.55
C18 -1.91 -3.85 -0.56
H1 3.25 -2.50 4.46
H2 3.31 0.93 0.71
H3 1.09 -3.43 0.47
H4 -2.25 -3.04 -1.21
H5 4.86 1.91 0.76
H6 -3.79 -0.20 1.96
H7 4.38 3.10 -2.66
H8 1.83 -3.00 -1.12
H9 1.33 1.25 3.46
H10 3.59 4.72 -2.75
H11 -0.42 4.85 2.22
H12 4.07 1.65 -0.78
H13 -3.80 -1.63 0.75
H14 0.80 1.73 5.03
H15 -2.83 -1.60 2.22
H16 -2.80 -4.47 -0.45
H17 3.32 -1.97 2.80
H18 -1.31 5.76 0.99
H19 -1.52 -3.40 0.36
H20 -1.70 -2.61 -3.99
H21 -1.82 -1.54 -5.43
H22 -0.29 -2.40 -5.10
H23 -2.21 4.69 2.10
H24 -0.21 2.15 3.67
H25 1.39 -4.76 -0.76
H26 3.72 3.73 -4.10
H27 2.17 -1.14 3.97

Atom charges from the natural (NBO) analysis, given in e for atoms 1 to 6:
1 P 2.598
2 P 2.596
3 Mg 1.787
4 F -0.559
5 F -0.639
6 F -0.572